1.
{"formula": "C44H91BBr4N5O24", "method": "wB97M-V/def2-TZVPD", "symbols": ["O", "C", "O", "B", "O", "C", "O", "O", "C", "O", "C", "O", "O", "C", "O", "C", "C", "N", "C", "C", "O", "C", "H", "H", "H", "H", "H", "H", "H", "H", "H", "H", "H", "H", "H", "H", "H", "C", "O", "C", "C", "N", "C", "C", "O", "C", "H", "H", "H", "H", "H", "H", "H", "H", "H", "H", "H", "H", "H", "H", "H", "C", "O", "C", "C", "N", "C", "C", "O", "C", "H", "H", "H", "H", "H", "H", "H", "H", "H", "H", "H", "H", "H", "H", "H", "C", "O", "C", "C", "N", "C", "C", "O", "C", "H", "H", "H", "H", "H", "H", "H", "H", "H", "H", "H", "H", "H", "H", "H", "C", "O", "C", "C", "N", "C", "C", "O", "C", "H", "H", "H", "H", "H", "H", "H", "H", "H", "H", "H", "H", "H", "H", "H", "Br", "C", "C", "Br", "H", "H", "H", "H", "Br", "C", "C", "Br", "H", "H", "H", "H", "C", "C", "O", "C", "O", "O", "H", "H", "H", "H", "C", "C", "O", "C", "O", "O", "H", "H", "H", "H"], "positions_angstrom": [[22.16207, -13.47488, 17.04696], [22.70348, -12.54336, 17.71520], [22.28735, -11.23804, 17.76926], [23.22735, -10.40865, 18.55089], [24.17989, -11.40127, 19.14689], [23.90650, -12.66821, 18.70285], [24.52866, -13.73037, 18.99965], [22.45064, -9.62682, 19.53022], [22.62274, -8.36202, 19.27908], [22.05023, -7.40357, 19.84508], [23.47929, -8.21571, 18.03660], [23.90978, -9.43953, 17.69648], [23.58681, -7.17570, 17.35652], [21.22264, -2.73288, 18.47136], [20.39563, -3.40585, 19.38606], [19.23102, -3.96202, 18.82343], [18.07987, -4.28243, 19.77466], [18.50822, -5.26819, 20.85086], [17.42232, -5.47182, 21.78305], [17.99876, -6.47293, 22.82390], [19.27839, -6.18643, 23.41328], [19.71276, -7.15806, 24.38273], [20.83177, -1.76895, 18.14556], [21.44404, -3.39609, 17.63516], [22.10563, -2.31836, 18.95777], [19.57795, -4.90037, 18.39073], [18.97664, -3.42033, 17.91241], [17.32719, -4.85231, 19.22987], [17.53387, -3.45868, 20.23447], [18.64394, -6.15175, 20.38075], [16.45732, -5.78429, 21.38401], [17.09204, -4.60516, 22.35570], [17.99423, -7.43803, 22.31728], [17.20247, -6.66935, 23.54184], [19.48640, -6.80756, 25.38972], [20.78636, -7.31094, 24.27269], [19.30029, -8.15185, 24.20852], [25.23444, -11.59927, 12.83344], [26.35632, -11.20757, 12.09175], [27.02165, -10.09972, 12.55712], [27.97291, -9.31359, 11.58632], [28.80648, -10.22492, 10.88570], [29.83197, -9.57471, 10.02032], [29.28863, -9.30399, 8.58747], [28.91615, -10.50661, 8.04040], [30.01257, -11.17470, 7.55592], [25.44189, -11.52728, 13.90109], [24.93321, -12.62188, 12.60624], [24.37224, -10.99294, 12.55578], [27.52067, -10.38514, 13.48320], [26.24452, -9.38031, 12.81521], [28.49953, -8.61383, 12.23525], [27.38824, -8.64216, 10.95747], [28.26963, -10.86127, 10.31390], [30.64808, -10.29687, 10.04379], [30.16439, -8.62104, 10.43034], [29.93220, -8.67688, 7.97050], [28.35770, -8.75900, 8.74381], [30.26686, -10.89666, 6.53311], [29.81277, -12.23045, 7.37266], [30.88976, -11.12220, 8.20080], [20.18299, -12.62465, 26.58445], [20.48702, -12.10396, 25.28378], [20.87325, -13.02216, 24.29139], [20.92040, -12.32855, 22.90928], [19.65710, -11.76630, 22.51649], [18.53989, -12.67132, 22.26918], [18.79050, -13.81403, 21.31647], [19.37534, -15.01168, 21.93530], [19.63060, -16.08421, 21.04411], [20.89791, -13.39296, 26.87887], [19.23021, -13.14203, 26.69686], [20.22329, -11.78767, 27.28154], [20.29823, -13.93382, 24.12915], [21.84923, -13.37240, 24.62740], [21.38943, -12.88292, 22.09639], [21.53613, -11.44372, 23.07070], [19.74255, -11.08055, 21.77991], [17.59271, -12.18848, 22.02874], [18.27073, -13.06497, 23.24933], [19.47350, -13.40608, 20.57136], [17.87220, -14.02486, 20.76842], [19.97833, -15.69742, 20.08620], [18.75669, -16.73145, 20.97021], [20.47299, -16.66611, 21.41810], [25.82226, -17.34171, 15.54813], [26.95374, -18.18932, 15.50926], [27.99502, -18.07827, 16.44393], [27.64197, -18.50624, 17.88335], [27.83201, -19.94150, 18.13502], [27.68587, -20.39255, 19.55576], [28.24311, -21.88490, 19.70829], [29.59750, -21.99721, 19.56948], [30.11062, -23.28697, 19.73147], [26.05357, -16.30830, 15.28997], [25.27053, -17.43427, 16.48361], [25.11545, -17.65663, 14.78044], [28.40322, -17.06779, 16.46391], [28.79008, -18.62713, 15.93923], [26.59399, -18.28036, 18.08037], [28.29944, -17.93902, 18.54220], [28.69886, -20.27434, 17.73766], [26.63752, -20.44887, 19.84881], [28.07549, -19.62628, 20.22591], [27.80588, -22.46346, 18.89454], [27.88310, -22.26367, 20.66487], [29.83005, -23.97574, 18.93462], [29.74216, -23.72502, 20.65907], [31.19829, -23.35746, 19.72074], [34.33314, -13.99876, 28.66194], [34.83658, -14.18947, 27.31734], [33.88857, -13.92979, 26.28149], [32.98468, -15.10823, 25.92797], [31.90297, -14.71590, 25.03034], [32.41894, -14.60008, 23.74303], [31.26686, -14.06227, 22.92384], [30.29377, -15.11456, 22.84889], [29.08259, -14.77285, 22.35004], [33.54412, -14.71180, 28.90093], [34.20695, -12.98161, 29.03287], [35.10132, -14.38227, 29.33343], [34.41421, -13.55877, 25.40164], [33.19394, -13.10269, 26.42817], [32.49865, -15.55342, 26.79612], [33.50670, -16.00403, 25.59161], [31.34694, -15.54839, 24.89659], [32.79783, -15.54974, 23.36528], [33.21090, -13.85582, 23.65949], [31.57102, -13.82186, 21.90513], [30.82933, -13.14739, 23.32341], [28.72248, -13.86590, 22.83569], [28.54549, -15.68764, 22.60060], [29.00703, -14.77348, 21.26266], [19.69382, -10.82080, 13.01496], [19.58926, -8.81433, 13.09640], [20.63083, -8.16528, 14.01025], [20.47002, -6.21275, 13.72361], [18.55153, -8.48986, 13.17354], [19.77850, -8.53869, 12.05895], [21.60957, -8.52265, 13.69018], [20.57912, -8.23866, 15.09655], [16.45085, -16.24156, 13.34964], [17.99690, -17.06868, 14.33081], [17.39318, -17.64223, 15.63235], [18.55887, -19.02045, 16.50384], [18.64146, -16.25587, 14.66543], [18.54063, -17.61111, 13.55736], [16.41759, -18.10940, 15.49793], [17.34714, -16.82861, 16.35624], [26.81378, -3.52844, 13.85942], [25.60335, -4.40599, 13.76295], [25.50278, -4.54451, 12.34780], [26.60267, -4.09696, 11.70055], [26.80366, -4.13325, 10.48565], [27.41568, -3.61080, 12.58529], [27.45090, -3.90383, 14.66020], [26.52540, -2.50758, 14.10998], [24.71829, -3.89639, 14.14383], [25.73575, -5.33387, 14.31939], [26.36811, -9.79066, 23.57294], [26.90097, -9.23570, 22.30410], [26.33375, -7.93222, 22.25349], [25.38068, -7.79554, 23.18673], [24.60351, -6.84567, 23.32869], [25.26095, -8.96620, 23.87773], [27.06607, -9.71152, 24.40641], [26.10107, -10.84236, 23.46947], [26.54950, -9.78373, 21.42989], [27.98765, -9.23345, 22.21911]], "mulliken_charge": [-0.6987, 0.5766, -0.5087, 1.3165, -0.4474, 0.6468, -0.6992, -0.5961, 0.7021, -0.7319, 0.5410, -0.4578, -0.6874, -0.7919, -0.3413, -0.5018, -0.7610, -0.0938, -0.8459, -0.5244, -0.3144, -0.6586, 0.3258, 0.3150, 0.2713, 0.2540, 0.4740, 0.3586, 0.3890, 0.1509, 0.3639, 0.4239, 0.3017, 0.4343, 0.2699, 0.2166, 0.2980, -0.7102, -0.3537, -0.5782, -0.4376, -0.3017, -0.7204, -0.4071, -0.3502, -0.7206, 0.2979, 0.2546, 0.2991, 0.3066, 0.3922, 0.2857, 0.2734, 0.2819, 0.3471, 0.3634, 0.3494, 0.2894, 0.2843, 0.2613, 0.2992, -0.7842, -0.2509, -0.7111, -0.6297, -0.2679, -1.0265, -0.2806, -0.3117, -0.7531, 0.3214, 0.2835, 0.2207, 0.3705, 0.4381, 0.2745, 0.5101, 0.2886, 0.4874, 0.3094, 0.2054, 0.5008, 0.3119, 0.2560, 0.2560, -0.6543, -0.3539, -0.5343, -0.3589, -0.3445, -0.6551, -0.5547, -0.3068, -0.7438, 0.2867, 0.2746, 0.2458, 0.3349, 0.2962, 0.2101, 0.3068, 0.2670, 0.3150, 0.3413, 0.3321, 0.4337, 0.3133, 0.3009, 0.2518, -0.7238, -0.3545, -0.4798, -0.5602, -0.4059, -0.5100, -0.7769, -0.2782, -0.7065, 0.2959, 0.2834, 0.2880, 0.2475, 0.3850, 0.3944, 0.3427, 0.2512, 0.3560, 0.3797, 0.4241, 0.3503, 0.2987, 0.2250, 0.2743, -0.1827, -0.6584, -0.3653, -0.1651, 0.4314, 0.3629, 0.2738, 0.2995, -0.1662, -0.4410, -0.6052, -0.1720, 0.2786, 0.3754, 0.3745, 0.3558, -0.2683, -0.1790, -0.3053, 0.7112, -0.6067, -0.3326, 0.2840, 0.2501, 0.2044, 0.2398, -0.2584, -0.0722, -0.3327, 0.7104, -0.5749, -0.3370, 0.2458, 0.2662, 0.1000, 0.2609], "lumo_ev": 1.7, "total_energy_ha": -14131.44914, "charge": -1, "homo_lumo_gap_ev": 8.34, "multiplicity": 1}


2.
{"formula": "C44H94N2O8", "method": "wB97M-V/def2-TZVPD", "symbols": ["C", "C", "N", "C", "C", "C", "C", "H", "H", "H", "H", "H", "H", "H", "H", "H", "H", "H", "H", "H", "H", "H", "C", "C", "N", "C", "C", "C", "C", "H", "H", "H", "H", "H", "H", "H", "H", "H", "H", "H", "H", "H", "H", "H", "C", "C", "C", "O", "C", "H", "H", "H", "H", "H", "H", "H", "H", "C", "C", "C", "O", "C", "H", "H", "H", "H", "H", "H", "H", "H", "C", "C", "C", "O", "C", "H", "H", "H", "H", "H", "H", "H", "H", "C", "C", "C", "O", "C", "H", "H", "H", "H", "H", "H", "H", "H", "C", "C", "C", "O", "C", "H", "H", "H", "H", "H", "H", "H", "H", "C", "C", "C", "O", "C", "H", "H", "H", "H", "H", "H", "H", "H", "C", "C", "C", "O", "C", "H", "H", "H", "H", "H", "H", "H", "H", "C", "C", "C", "O", "C", "H", "H", "H", "H", "H", "H", "H", "H"], "positions_angstrom": [[1.81933, -9.94759, -8.30792], [0.89695, -8.80331, -7.66347], [0.34152, -7.80577, -8.58179], [-0.48038, -8.43823, -9.58267], [-0.93670, -7.51292, -10.71347], [-0.27522, -6.63090, -7.91315], [0.76332, -5.76207, -7.22214], [1.14323, -10.69691, -8.71964], [2.34138, -10.38922, -7.45908], [2.54943, -9.58521, -9.03161], [0.13667, -9.26243, -7.03159], [1.41992, -8.31423, -6.84166], [0.20911, -9.10982, -10.09421], [-1.37717, -8.92502, -9.19939], [-0.14302, -6.85846, -11.07381], [-1.28238, -8.08426, -11.57496], [-1.73173, -6.82043, -10.43690], [-1.09678, -6.97332, -7.28395], [-0.70364, -5.97564, -8.67160], [1.61405, -5.64444, -7.89335], [1.05200, -6.13262, -6.23855], [0.31714, -4.79254, -7.00072], [8.53620, -6.04133, -5.65272], [7.40365, -5.21320, -5.07930], [7.83069, -4.37865, -3.91536], [6.77221, -3.41642, -3.66968], [7.27600, -2.28340, -2.78291], [8.18903, -5.15525, -2.70123], [7.20424, -6.15814, -2.14867], [8.23567, -6.44894, -6.61793], [8.67688, -6.83886, -4.92316], [9.43439, -5.42732, -5.71848], [6.94985, -4.62090, -5.87388], [6.62521, -5.91016, -4.76882], [6.43372, -2.97248, -4.60588], [5.90535, -3.93075, -3.25480], [8.25057, -1.95678, -3.14571], [6.54218, -1.48170, -2.69987], [7.39026, -2.62107, -1.75285], [8.50056, -4.44908, -1.93158], [9.13730, -5.59198, -3.01453], [6.94149, -6.86002, -2.94015], [6.29484, -5.69995, -1.75987], [7.64752, -6.68496, -1.30367], [2.17718, -1.45993, 8.22087], [3.61360, -1.40655, 7.83792], [3.97090, 0.06921, 7.71252], [2.70902, 0.70990, 7.71553], [1.78102, -0.04436, 8.56997], [2.07715, -2.07380, 9.11600], [1.55246, -1.81243, 7.40015], [3.77580, -1.92716, 6.89411], [4.25815, -1.98281, 8.50167], [4.62438, 0.19739, 6.84960], [4.49858, 0.34214, 8.62638], [0.73735, 0.12542, 8.30534], [1.93293, 0.35510, 9.57268], [-4.29303, 8.55802, 4.60764], [-2.96240, 8.71692, 5.16396], [-2.35883, 7.35089, 5.01610], [-2.93122, 6.89313, 3.75636], [-4.02743, 7.71988, 3.35906], [-4.85979, 9.47317, 4.43630], [-4.93744, 8.04979, 5.32496], [-2.91469, 9.11471, 6.17767], [-2.41828, 9.38818, 4.49954], [-2.60454, 6.64786, 5.81199], [-1.29684, 7.40295, 4.77615], [-4.87909, 7.07164, 3.15266], [-3.56538, 8.32384, 2.57815], [7.55570, 4.83247, 2.94014], [7.88385, 5.62048, 4.14132], [9.25799, 6.15429, 3.88770], [9.42803, 6.16401, 2.46643], [8.23017, 5.73055, 1.85651], [6.48571, 4.88273, 2.73839], [7.91507, 3.80407, 2.97686], [7.94910, 5.01001, 5.04197], [7.17890, 6.44729, 4.22794], [10.00941, 5.47317, 4.28713], [9.40869, 7.19034, 4.19098], [8.46837, 5.21906, 0.92391], [7.59507, 6.57369, 1.58474], [-6.36034, 4.60700, -3.07532], [-5.53649, 3.67712, -2.18697], [-6.43736, 3.27650, -1.00506], [-7.62372, 4.10453, -1.18016], [-7.38153, 5.16951, -2.05086], [-6.83270, 4.02699, -3.86815], [-5.75319, 5.36249, -3.57402], [-4.59810, 4.08859, -1.81516], [-5.22814, 2.75112, -2.67230], [-5.84075, 3.46507, -0.11253], [-6.61591, 2.20398, -1.08211], [-7.04010, 6.07600, -1.55106], [-8.33534, 5.43522, -2.50664], [2.44896, 7.56447, -3.62459], [2.45701, 6.56692, -2.48331], [2.05834, 7.37037, -1.31265], [2.51319, 8.68803, -1.63323], [3.00614, 8.78076, -2.90202], [1.40957, 7.70739, -3.92012], [3.07541, 7.34456, -4.48904], [3.46216, 6.14530, -2.48292], [1.74451, 5.75792, -2.64446], [2.53256, 6.98138, -0.41160], [0.97700, 7.36263, -1.17577], [4.09483, 8.76639, -2.85051], [2.65984, 9.69533, -3.38340], [0.15579, -1.44757, 0.43706], [0.88266, -0.52217, 1.40603], [-0.30568, 0.39489, 1.90172], [-1.47316, -0.30640, 1.53902], [-1.19412, -1.62797, 1.16143], [0.68338, -2.38238, 0.24763], [-0.01975, -0.93254, -0.50741], [1.61559, 0.03011, 0.81791], [1.38099, -1.09328, 2.18936], [-0.26994, 1.39969, 1.48078], [-0.20920, 0.61091, 2.96573], [-1.99570, -1.96493, 0.50416], [-1.16405, -2.26476, 2.04556], [-8.20573, 2.58045, 6.09108], [-8.92990, 2.60775, 7.40594], [-7.79628, 2.82840, 8.43197], [-6.70260, 2.14228, 7.86313], [-6.80779, 2.18795, 6.39983], [-8.32283, 3.60323, 5.73288], [-8.73771, 1.92974, 5.39705], [-9.50128, 1.69038, 7.54750], [-9.72578, 3.34757, 7.49176], [-7.97822, 2.43895, 9.43363], [-7.53992, 3.88586, 8.49673], [-6.68031, 1.15178, 6.08646], [-6.09311, 2.85848, 5.92261], [-8.52360, -4.44870, 1.63840], [-9.93905, -4.69488, 1.13286], [-9.77281, -5.89810, 0.18341], [-8.71584, -6.65117, 0.80524], [-8.00567, -5.87080, 1.75133], [-8.40229, -3.92039, 2.58405], [-7.97515, -3.87832, 0.88875], [-10.41275, -3.87074, 0.59946], [-10.62630, -5.05946, 1.89632], [-9.43988, -5.61053, -0.81386], [-10.71189, -6.43853, 0.06432], [-6.93079, -5.84800, 1.57185], [-8.24571, -6.23090, 2.75173]], "mulliken_charge": [-1.2873, -0.5837, 0.0825, -0.3411, -1.4556, -0.4381, -1.3138, 0.3239, 0.4212, 0.3098, 0.3992, 0.3862, 0.3570, 0.3061, 0.3720, 0.3979, 0.3440, 0.3525, 0.3019, 0.3173, 0.3176, 0.4305, -1.2871, -0.4868, -0.0029, -0.4001, -1.3159, -0.7507, -1.0012, 0.4126, 0.2508, 0.3207, 0.4665, 0.3190, 0.4124, 0.3016, 0.3234, 0.4213, 0.2861, 0.4220, 0.3887, 0.2523, 0.2747, 0.3927, -0.3884, -0.5228, -0.4248, -0.4274, -0.4473, 0.2434, 0.2700, 0.2080, 0.3451, 0.3227, 0.2608, 0.2794, 0.2810, -0.6211, -0.5236, -0.3488, -0.3971, -0.3444, 0.3498, 0.2690, 0.3399, 0.2356, 0.2613, 0.2416, 0.2618, 0.2755, -0.4888, -0.4598, -0.4260, -0.4012, -0.4454, 0.2731, 0.2992, 0.2974, 0.2660, 0.2698, 0.2523, 0.3026, 0.2608, -0.4611, -0.5490, -0.3533, -0.4181, -0.4152, 0.2406, 0.3053, 0.2840, 0.2892, 0.2406, 0.2940, 0.2539, 0.2896, -0.5543, -0.5587, -0.3395, -0.3991, -0.4047, 0.2663, 0.3313, 0.2641, 0.3233, 0.2440, 0.2737, 0.2860, 0.2676, -0.5186, -0.5320, -0.3572, -0.3970, -0.4326, 0.3412, 0.2592, 0.2751, 0.2951, 0.2675, 0.2478, 0.2798, 0.2717, -0.4727, -0.5451, -0.4008, -0.4142, -0.3521, 0.2279, 0.3066, 0.2488, 0.3406, 0.2974, 0.2518, 0.2637, 0.2485, -0.5388, -0.5511, -0.4057, -0.3919, -0.3990, 0.3258, 0.2566, 0.3464, 0.2549, 0.2709, 0.2761, 0.2675, 0.2881], "lumo_ev": 0.4, "total_energy_ha": -2444.02106, "smiles": "CCN(CC)CC.CCN(CC)CC.C1CCOC1.C1CCOC1.C1CCOC1.C1CCOC1.C1CCOC1.C1CCOC1.C1CCOC1.C1CCOC1", "charge": 0, "homo_lumo_gap_ev": 8.70, "multiplicity": 1, "e_above_lowest_kcal_mol": 1.3}